1:
Computed, not measured: one molecule with the formula C2H4N2OS, with ωB97M-V/def2-TZVPD.

Values from the calculation:
Spin multiplicity = 1
Structure (SMILES) = [H]/N=C(\N)OC=S
Frontier orbital gap = 9.077 eV

Last column: Löwdin charge in e.
Atoms and positions in Å:
H -0.45428 -2.07798 0.63529  0.042
N -0.64248 -1.10478 0.67760  0.143
C 0.08968 -0.46007 -0.14208  -0.520
N 1.06585 -0.88969 -1.00929  0.145
O -0.04171 0.92252 -0.31782  -0.083
C -0.85531 1.58501 0.53694  -0.705
S -0.99551 3.18879 0.40825  0.698
H 1.42494 -1.84354 -0.83741  0.121
H 1.83206 -0.27661 -1.18114  0.093
H -1.42323 0.95635 1.22967  0.067



2:
Computed, not measured: one molecule with the formula C2H4N2OS, with ωB97M-V/def2-TZVPD.

Values from the calculation:
Spin multiplicity = 1
Structure (SMILES) = NC(=S)/C=N/O
Frontier orbital gap = 8.077 eV

Last column: Löwdin charge in e.
Atoms and positions in Å:
N -1.04259 1.29069 0.08254  0.078
C -1.13616 -0.05305 0.06484  -0.862
S -2.58041 -0.95809 -0.06477  0.566
C 0.14598 -0.77552 0.08881  -0.178
N 1.18112 -0.00315 -0.16610  0.003
O 2.28334 -0.90531 0.04696  -0.130
H -1.86884 1.92824 -0.02958  0.139
H -0.12029 1.61028 -0.07125  0.064
H 0.08587 -1.87712 0.41039  0.145
H 3.05197 -0.25697 -0.36184  0.174



We find 1 to be the most stable, with the next structure 42.5 kcal/mol higher.



1:
Computed, not measured: one molecule with the formula C2H4N2OS, with ωB97M-V/def2-TZVPD.

Values from the calculation:
Spin multiplicity = 1
Structure (SMILES) = [H]/N=C/N(O)C=S
Frontier orbital gap = 9.121 eV

Last column: Löwdin charge in e.
Atoms and positions in Å:
H -1.88411 -2.27397 0.15174  0.063
N -1.26484 -1.60485 0.61382  0.130
C -0.71385 -0.83650 -0.20946  -0.234
N 0.17028 0.17082 0.19262  -0.239
O 0.37497 0.28239 1.52980  0.008
C 0.77456 1.01566 -0.64979  -0.649
S 1.81208 2.20992 -0.18876  0.653
H -0.81800 -0.84380 -1.32129  0.139
H 1.01178 1.05083 1.59579  0.046
H 0.53714 0.82951 -1.71446  0.083



2:
Computed, not measured: one molecule with the formula C2H4N2OS, with ωB97M-V/def2-TZVPD.

Values from the calculation:
Spin multiplicity = 1
Frontier orbital gap = 9.084 eV

Last column: Löwdin charge in e.
Atoms and positions in Å:
C 2.30180 0.21124 -0.00205  -0.537
C -1.21721 0.86664 0.24907  -0.173
N 3.32001 0.71624 -0.18769  0.092
N 1.26523 -0.52981 -0.04858  -0.271
O -0.90017 -1.66569 -0.25011  -0.305
S -0.14800 -0.63107 0.70846  1.007
H -1.65498 0.36465 -0.65471  0.058
H -0.59527 1.74623 0.12835  0.053
H -1.93406 0.85655 1.05799  0.033
H -0.43736 -1.93497 -1.00073  0.043



3:
Computed, not measured: one molecule with the formula C2H4N2OS, with ωB97M-V/def2-TZVPD.

Values from the calculation:
Spin multiplicity = 1
Structure (SMILES) = N/N=C\C(=O)S
Frontier orbital gap = 9.110 eV

Last column: Löwdin charge in e.
Atoms and positions in Å:
N 1.80916 0.39954 0.02484  0.021
N 1.15553 -0.70313 0.01111  -0.026
C -0.14961 -0.62376 0.08240  -0.264
C -0.97852 0.50526 -0.04486  -0.769
O -0.47640 1.65824 0.09789  -0.054
S -2.72529 0.06885 -0.03146  0.779
H 2.89836 0.37612 -0.27032  0.183
H 1.23647 1.23489 -0.19989  0.082
H -0.50298 -1.66884 -0.10171  0.095
H -2.26672 -1.24717 0.43199  -0.047



4:
Computed, not measured: a 2-piece molecular cluster, C2H4N2OS overall, with ωB97M-V/def2-TZVPD.

Values from the calculation:
Spin multiplicity = 1
Structure (SMILES) = C=[NH+][S-].N=C=O
Frontier orbital gap = 8.209 eV

Last column: Löwdin charge in e.
Atoms and positions in Å:
C 2.32517 0.40873 0.84317  -0.057
N 1.34393 -0.04394 0.15534  -0.621
S 1.04280 -1.52272 -0.55395  0.448
H 2.20323 1.35470 1.27420  0.064
H 3.17588 -0.15507 1.21078  0.090
H 0.74968 0.75401 -0.36017  0.155
N -2.72408 -0.91318 -0.64182  0.190
C -2.86457 0.27501 -0.61769  -0.446
O -3.37877 1.30640 -0.57492  0.151
H -1.87326 -1.46394 -0.73495  0.025



We find 4 to be the most stable, with the next structure 2.4 kcal/mol higher.



1:
Computed, not measured: one molecule with the formula C2H4N2OS, with ωB97M-V/def2-TZVPD.

Values from the calculation:
Spin multiplicity = 1
Structure (SMILES) = N/N=C\C(O)=S
Frontier orbital gap = 8.833 eV

Last column: Löwdin charge in e.
Atoms and positions in Å:
N -1.76063 0.77863 -0.00017  0.039
N -1.43201 -0.49277 0.00449  -0.014
C -0.20107 -0.89648 -0.00001  -0.194
C 1.02319 -0.12961 0.01160  -0.839
O 2.08693 -0.93046 -0.00085  -0.029
S 1.20354 1.51855 0.00194  0.704
H -1.06232 1.51641 0.00268  -0.006
H -2.72459 0.96766 -0.00918  0.087
H -0.04925 -1.99049 -0.00005  0.118
H 2.91621 -0.34144 -0.01045  0.133



2:
Computed, not measured: one molecule with the formula C2H4N2OS, with ωB97M-V/def2-TZVPD.

Values from the calculation:
Spin multiplicity = 1
Structure (SMILES) = [H]/N=C(/N)C(O)=S
Frontier orbital gap = 8.813 eV

Last column: Löwdin charge in e.
Atoms and positions in Å:
H -1.65735 1.27888 1.16707  0.044
N -0.70813 1.64605 1.16217  0.115
C 0.10823 0.91439 0.48486  -0.505
N 1.45386 1.23150 0.41847  0.109
C -0.33915 -0.29663 -0.32950  -0.813
O -1.59054 -0.21071 -0.79289  0.001
S 0.53956 -1.66057 -0.45322  0.762
H 1.76149 1.93553 1.07827  0.105
H 2.04818 0.46981 0.09483  0.062
H -1.89559 0.72120 -0.74211  0.121



3:
Computed, not measured: one molecule with the formula C2H4N2OS, with ωB97M-V/def2-TZVPD.

Values from the calculation:
Spin multiplicity = 1
Structure (SMILES) = [O-][N+]1=NCCS1
Frontier orbital gap = 9.914 eV

Last column: Löwdin charge in e.
Atoms and positions in Å:
O -2.90108 0.50911 0.17885  -0.195
N -1.50284 0.23926 -0.01337  -0.555
N -0.67483 1.12346 -0.20978  0.043
C 0.66262 0.63807 -0.28402  -0.241
C 0.72276 -0.81191 0.24425  -0.415
S -1.00314 -1.40379 0.16426  0.985
H 1.29488 1.30016 0.31674  0.119
H 0.98829 0.70499 -1.32794  0.120
H 1.36932 -1.44760 -0.35592  0.070
H 1.04402 -0.85175 1.28693  0.070



4:
Computed, not measured: one molecule with the formula C2H4N2OS, with ωB97M-V/def2-TZVPD.

Values from the calculation:
Spin multiplicity = 1
Structure (SMILES) = [H]/N=C\NOC=S
Frontier orbital gap = 9.650 eV

Last column: Löwdin charge in e.
Atoms and positions in Å:
H -2.20577 -1.68751 0.34301  0.104
N -2.36467 -0.77661 -0.30818  0.062
C -1.41754 0.07620 -0.11661  -0.306
N -0.28460 0.03731 0.71617  0.026
O 0.70091 0.96492 0.23434  -0.164
C 1.89307 0.60578 -0.21321  -0.759
S 2.58408 -0.81310 -0.01010  0.705
H -1.50035 1.04295 -0.62734  0.121
H 0.12885 -0.88519 0.85733  0.080
H 2.46603 1.43527 -0.87543  0.130



We find 2 to be the most stable, with the next structure 19.7 kcal/mol higher.



1:
Computed, not measured: one molecule with the formula C6H6O3, with ωB97M-V/def2-TZVPD.

Values from the calculation:
Spin multiplicity = 1
Structure (SMILES) = C[C@@]12C=C[C@]1(C(=O)O)O2
Frontier orbital gap = 8.594 eV

Last column: Löwdin charge in e.
Atoms and positions in Å:
C 0.25798 1.75061 -0.67965  0.022
C 0.77339 0.38655 -0.42363  -0.344
C 1.77385 -0.03204 0.63976  0.029
C 1.08294 -1.10667 1.02757  0.029
C -0.03727 -1.06396 0.03353  -0.129
C -1.45417 -1.12771 0.25333  -0.495
O -1.95612 -1.51125 1.29246  0.089
O -2.19750 -0.71703 -0.80784  0.105
O 0.52877 -0.62342 -1.26702  0.065
H 0.13548 2.29182 0.25729  0.096
H -0.68133 1.69512 -1.22595  0.092
H 0.99022 2.28620 -1.29108  0.099
H 2.70495 0.41705 0.92896  0.101
H 1.20758 -1.81804 1.82473  0.114
H -3.12878 -0.82724 -0.56246  0.127



2:
Computed, not measured: one molecule with the formula C6H6O3, with ωB97M-V/def2-TZVPD.

Values from the calculation:
Spin multiplicity = 1
Frontier orbital gap (spin up / spin down) = 7.688 / 7.684 eV

Last column: Löwdin charge in e.
Atoms and positions in Å:
C -0.91334 -0.67702 -1.14421  -0.043
C 0.48058 -0.77895 -0.81822  -0.077
C -1.77720 -0.66429 -0.00222  -0.468
C -0.73682 -1.12962 1.07597  -0.010
C 0.99203 0.23328 0.00348  -0.385
C 0.32407 1.50622 0.28713  -0.001
O -2.92935 -0.35212 0.19846  0.050
O -0.39596 -2.07940 1.69312  0.171
O 2.27333 0.10708 0.34213  0.063
H -1.30792 -0.99278 -2.13114  0.126
H 1.07617 -1.69157 -1.06747  0.147
H -0.11902 1.80304 -0.59979  0.081
H 0.95281 2.32291 0.55289  0.089
H -0.54000 1.38780 0.89498  0.085
H 2.62062 1.00541 0.71490  0.172



We find 1 to be the most stable, with the next structure 3.8 kcal/mol higher.